Record 1
The following is a quantum chemistry calculation of a cluster of 16 separate species, H30O19S in total, from the Open Molecules 2025 dataset.

Atoms and positions in Å:
S (-0.02, -0.01, 0.12)
O (0.56, -1.27, 0.30)
O (-0.49, 0.40, 1.40)
O (1.01, 0.81, -0.34)
O (-1.12, -0.05, -0.84)
O (3.66, 3.11, -0.59)
H (2.74, 3.59, -0.50)
H (3.58, 2.31, -0.12)
O (-3.32, 0.60, -3.89)
H (-2.85, 0.82, -3.03)
H (-4.22, 0.83, -3.74)
O (2.84, -1.71, 1.96)
H (2.94, -0.90, 1.67)
H (1.93, -1.92, 1.54)
O (0.08, 2.37, 2.95)
H (-0.22, 1.66, 2.43)
H (0.97, 2.22, 2.94)
O (-1.42, -1.56, -3.24)
H (-1.10, -0.91, -2.48)
H (-2.08, -0.97, -3.71)
O (-0.84, -0.36, 3.79)
H (-0.24, -0.04, 4.61)
H (-0.57, 0.06, 2.90)
O (1.98, -2.78, -1.06)
H (2.58, -2.23, -1.27)
H (1.20, -2.22, -0.67)
O (-1.93, 1.94, -2.03)
H (-1.38, 1.18, -1.72)
H (-2.20, 2.27, -1.22)
O (0.56, -3.00, 3.35)
H (-0.04, -2.14, 3.70)
H (0.05, -3.20, 2.53)
O (-3.16, 0.28, 1.40)
H (-3.40, -0.17, 0.67)
H (-2.26, 0.07, 1.47)
O (1.00, 3.46, -0.77)
H (1.18, 2.49, -0.62)
H (0.87, 3.34, -1.71)
O (1.66, 0.52, -2.70)
H (1.49, 0.56, -1.79)
H (2.50, -0.08, -2.84)
O (-3.57, -1.02, -0.96)
H (-2.72, -0.77, -0.96)
H (-4.14, -0.52, -1.65)
O (-0.51, -3.54, 0.84)
H (-0.09, -2.67, 0.62)
H (-1.32, -3.49, 0.37)
O (3.56, 0.79, 0.86)
H (3.63, 1.14, 1.59)
H (2.65, 0.74, 0.43)

Properties
Highest occupied orbital energy: -0.16230 Ha
Kohn-Sham gap: 9.07 eV
Total charge: -2
Maximum force: 14.01 eV/A
Relative energy (zero: lowest compared OMol25 entry of this formula, charge and spin): 136.49 kcal per mole

Calculated atomic charges, method Mulliken, unit e: S -0.340; O -0.565; O -0.400; O -0.561; O -0.380; O -0.707; H 0.390; H 0.395; O -0.664; H 0.279; H 0.269; O -0.647; H 0.315; H 0.425; O -0.699; H 0.290; H 0.289; O -0.707; H 0.357; H 0.447; O -0.776; H 0.306; H 0.790; O -0.749; H 0.221; H 0.508; O -0.807; H 0.449; H 0.356; O -0.726; H 0.397; H 0.351; O -0.744; H 0.531; H 0.071; O -0.819; H 0.434; H 0.370; O -0.672; H 0.387; H 0.303; O -0.728; H 0.506; H 0.311; O -0.799; H 0.510; H 0.349; O -0.809; H 0.227; H 0.467


Record 2
The following is a quantum chemistry calculation of a structure of composition C26H32BrLuO4, from the Open Molecules 2025 dataset.

Atoms and positions in Å:
O (-0.42, -1.22, -2.34)
C (-0.27, 0.04, -3.12)
C (-0.24, -0.54, -4.52)
H (0.65, 0.60, -2.85)
H (-1.21, 0.60, -2.98)
C (-0.26, -1.88, -3.80)
H (0.68, -0.38, -5.10)
H (-1.14, -0.23, -5.07)
C (1.07, -2.58, -4.03)
H (1.90, -1.86, -3.98)
H (1.05, -3.00, -5.06)
H (1.21, -3.38, -3.30)
C (-1.44, -2.74, -4.21)
H (-2.39, -2.19, -4.29)
H (-1.55, -3.60, -3.53)
H (-1.25, -3.15, -5.22)
Lu (-0.69, -0.94, 0.02)
C (-2.62, -1.98, 1.87)
C (-2.76, -0.60, 2.09)
C (-3.02, 0.05, 0.85)
H (-2.85, -0.13, 3.07)
C (-3.14, -0.98, -0.16)
C (-2.89, -2.24, 0.49)
H (-3.02, -3.23, 0.05)
H (-2.43, -2.71, 2.65)
H (-3.32, 1.09, 0.75)
H (-3.46, -0.83, -1.19)
C (0.68, -2.70, 1.65)
C (-0.13, -3.48, 0.81)
C (0.19, -3.17, -0.53)
H (-0.80, -4.26, 1.16)
C (1.24, -2.18, -0.50)
C (1.50, -1.87, 0.87)
H (2.34, -1.29, 1.25)
H (0.74, -2.78, 2.73)
H (-0.21, -3.68, -1.41)
H (1.81, -1.80, -1.35)
O (2.32, 3.53, -1.92)
C (1.77, 2.64, -0.88)
C (0.25, 2.71, -0.95)
H (2.12, 3.00, 0.11)
H (2.24, 1.64, -1.00)
C (-0.04, 4.06, -1.66)
H (-0.16, 2.67, 0.06)
H (-0.20, 1.86, -1.46)
C (1.31, 4.45, -2.35)
H (-0.25, 4.76, -0.84)
H (-0.89, 4.17, -2.33)
H (1.58, 5.48, -2.16)
H (1.26, 4.32, -3.44)
Br (2.65, 1.53, 2.22)
C (1.80, 1.66, 3.91)
C (2.41, 2.47, 4.86)
C (1.92, 2.56, 6.16)
C (0.75, 1.86, 6.48)
C (0.13, 1.04, 5.54)
C (0.61, 0.98, 4.19)
C (0.02, 0.00, 3.18)
O (-0.25, -1.06, 3.76)
O (-0.22, 0.26, 1.93)
H (3.32, 3.00, 4.59)
H (2.47, 3.14, 6.90)
H (0.34, 1.97, 7.49)
H (-0.78, 0.50, 5.82)

Properties
Highest occupied orbital energy: -0.27422 Ha
Kohn-Sham gap: 7.57 eV
Total charge: 0
Maximum force: 3.92 eV/A
Relative energy (zero: lowest compared OMol25 entry of this formula, charge and spin): 39.97 kcal per mole

Calculated atomic charges, method Mulliken, unit e: O -0.198; C -0.197; C -1.035; H 0.032; H 0.495; C 1.291; H 0.337; H 0.324; C -1.655; H 0.435; H 0.468; H 0.284; C -1.542; H 0.362; H 0.297; H 0.436; Lu 1.943; C -0.481; C -0.260; C -0.884; H 0.554; C -1.010; C -0.574; H 0.539; H 0.389; H 0.499; H 0.637; C -0.449; C -0.966; C -0.294; H 0.502; C -0.436; C -1.008; H 0.595; H 0.592; H 0.316; H 0.504; O -0.492; C -0.084; C 0.860; H 0.025; H 0.168; C -0.752; H 0.328; H -0.965; C -0.469; H 0.307; H 0.357; H 0.300; H 0.272; Br -0.130; C 0.207; C -0.596; C -0.512; C -0.551; C -0.613; C 0.325; C 0.276; O -0.594; O -0.031; H 0.394; H 0.355; H 0.359; H 0.412


Record 3
The following is a quantum chemistry calculation of a structure of composition C30H24F10N7O5Zr, from the Open Molecules 2025 dataset.

Atoms and positions in Å:
Zr (0.07, -0.21, 0.04)
C (3.25, -0.68, 1.30)
N (2.49, -0.28, 0.09)
C (2.84, 1.15, -0.17)
C (2.20, 1.67, -1.44)
N (0.82, 1.23, -1.47)
C (-0.07, 1.89, -2.30)
C (-1.39, 1.48, -2.28)
F (-1.67, 0.42, -1.44)
C (-2.43, 2.02, -2.99)
F (-3.66, 1.53, -2.88)
C (-2.17, 3.09, -3.83)
F (-3.13, 3.65, -4.54)
C (-0.87, 3.55, -3.91)
F (-0.58, 4.57, -4.71)
C (0.16, 2.97, -3.17)
F (1.39, 3.48, -3.34)
C (2.94, -1.18, -1.02)
C (1.94, -1.37, -2.13)
N (0.61, -1.54, -1.56)
C (-0.36, -2.15, -2.37)
C (-0.29, -2.51, -3.71)
F (0.80, -2.27, -4.45)
C (-1.37, -3.11, -4.36)
F (-1.25, -3.43, -5.64)
C (-2.55, -3.36, -3.70)
F (-3.58, -3.93, -4.33)
C (-2.67, -3.00, -2.36)
F (-3.79, -3.21, -1.69)
C (-1.58, -2.42, -1.76)
F (-1.67, -2.00, -0.46)
H (4.30, -0.76, 1.04)
H (3.13, 0.06, 2.08)
H (2.89, -1.65, 1.65)
H (2.49, 1.71, 0.69)
H (3.93, 1.25, -0.23)
H (2.31, 2.76, -1.41)
H (2.77, 1.35, -2.32)
H (3.91, -0.83, -1.40)
H (3.13, -2.14, -0.54)
H (1.97, -0.55, -2.85)
H (2.25, -2.27, -2.67)
O (-4.26, 3.50, 2.66)
C (-3.41, 4.30, 2.02)
O (-3.61, 5.48, 1.88)
C (-2.19, 3.68, 1.43)
C (-1.21, 4.44, 0.81)
N (-0.25, 3.58, 0.39)
N (-0.54, 2.32, 0.70)
C (-1.72, 2.36, 1.30)
C (-2.28, 1.05, 1.68)
O (-3.19, 0.93, 2.47)
O (-1.67, 0.03, 1.12)
H (-3.93, 2.58, 2.69)
H (-1.15, 5.50, 0.65)
H (0.59, 3.80, -0.12)
C (1.37, 1.46, 4.15)
C (0.67, 0.38, 3.37)
O (0.78, 0.35, 2.13)
N (-0.03, -0.52, 4.05)
C (-0.83, -1.60, 3.46)
C (-0.02, -2.63, 2.71)
C (0.27, -3.82, 3.36)
C (0.93, -4.84, 2.70)
C (1.27, -4.64, 1.38)
C (0.95, -3.43, 0.79)
N (0.34, -2.42, 1.43)
H (1.63, 2.27, 3.48)
H (2.28, 1.05, 4.60)
H (0.74, 1.84, 4.95)
H (-0.08, -0.39, 5.05)
H (-1.60, -1.18, 2.83)
H (-1.32, -2.09, 4.29)
H (-0.05, -3.95, 4.39)
H (1.15, -5.77, 3.20)
H (1.76, -5.40, 0.79)
H (1.17, -3.24, -0.25)

Properties
Highest occupied orbital energy: -0.38330 Ha
Kohn-Sham gap: 7.40 eV
Total charge: +1
Maximum force: 0.68 eV/A
Relative energy (zero: lowest compared OMol25 entry of this formula, charge and spin): 10.87 kcal per mole

Calculated atomic charges, method Mulliken, unit e: Zr -1.057; C -1.314; N 0.721; C -0.899; C -1.639; N 2.440; C -1.308; C 0.312; F -0.348; C 0.239; F -0.286; C 0.605; F -0.299; C 0.359; F -0.290; C 0.033; F -0.340; C -1.479; C -1.258; N 2.596; C -0.038; C 0.089; F -0.328; C 0.193; F -0.288; C 0.664; F -0.296; C -0.063; F -0.290; C -0.009; F -0.246; H 0.423; H 0.336; H 0.309; H 0.174; H 0.555; H 0.679; H 0.478; H 0.387; H 0.692; H 0.348; H 0.746; O -0.527; C 0.471; O -0.569; C 0.139; C -0.527; N -0.237; N 1.243; C -0.643; C 0.740; O -0.862; O -0.415; H 0.376; H 0.561; H 0.018; C -1.833; C 0.317; O 0.331; N 0.081; C -1.155; C 0.622; C -0.872; C -0.606; C -1.223; C -0.336; N 0.666; H 0.274; H 0.375; H 0.553; H 0.318; H -0.216; H 0.718; H 0.515; H 0.440; H 0.517; H 0.439


Record 4
The following is a quantum chemistry calculation of a cluster of 2 separate species, CHFN2O5 in total, from the Open Molecules 2025 dataset.

Atoms and positions in Å:
C (0.18, -0.29, 0.02)
N (0.26, 1.09, 0.50)
N (-1.21, -1.03, 0.21)
O (-0.68, 1.73, 0.78)
O (-1.70, -0.82, 1.25)
O (1.42, 1.53, 0.60)
O (-1.46, -1.80, -0.63)
O (1.25, -0.84, -0.32)
F (-0.06, 0.70, -2.14)
H (1.98, -0.27, -0.27)

Properties
Highest occupied orbital energy (spin up / spin down): -0.41109 / -0.41087 Ha
Kohn-Sham gap (spin up / spin down): 7.65 / 7.64 eV
Total charge: 0
Maximum force: 4.46 eV/A
Relative energy (zero: lowest compared OMol25 entry of this formula, charge and spin): 93.26 kcal per mole

Calculated atomic charges, method Mulliken, unit e: C 0.395; N 1.057; N 0.993; O -0.480; O -0.463; O -0.631; O -0.453; O -0.206; F -0.592; H 0.379


Record 5
The following is a quantum chemistry calculation of an isolated molecule of C4H8FN3, from the Open Molecules 2025 dataset.

Atoms and positions in Å:
C (-0.87, 1.66, 0.00)
C (-0.73, -0.82, 0.00)
C (-2.03, -1.09, 0.00)
C (1.28, 0.47, 0.00)
H (-1.50, 1.71, -0.88)
H (-0.17, 2.50, 0.01)
H (-1.51, 1.70, 0.89)
H (-0.04, -1.65, 0.02)
H (-2.41, -2.10, 0.01)
H (1.69, 1.48, 0.00)
H (3.82, -0.66, -0.78)
H (3.79, -0.65, 0.81)
N (-0.09, 0.43, 0.00)
N (2.02, -0.57, -0.01)
N (3.41, -0.19, 0.00)
F (-2.99, -0.15, 0.00)

Properties
SMILES: CN(/C=C\F)/C=N/N
Highest occupied orbital energy: -0.30129 Ha
Kohn-Sham gap: 9.21 eV
Total charge: 0
Maximum force: 0.48 eV/A
Relative energy (zero: lowest compared OMol25 entry of this formula, charge and spin): 29.65 kcal per mole

Calculated atomic charges, method Mulliken, unit e: C -0.817; C -0.341; C -0.147; C 0.079; H 0.287; H 0.298; H 0.276; H 0.287; H 0.342; H 0.307; H 0.246; H 0.243; N 0.085; N -0.222; N -0.688; F -0.236